A cluster of 2 separate species, C2H8N4O in total in a non-equilibrium geometry, computed with wB97M-V/def2-TZVPD.

Each line ends with the natural charge from an NBO analysis.
Atoms and positions in Å:
C 1.39929 0.85667 0.21076  0.27
C 0.74876 2.95848 -0.78631  0.53
N 0.92176 2.05531 0.07003  -0.31
N 1.01766 -0.20022 0.72012  -0.45
N -0.97472 -2.22931 0.53858  -0.18
N -2.24321 -2.71807 0.54048  -0.61
O 1.38598 2.98441 -1.91360  -0.58
H 2.61454 1.03374 0.00534  0.32
H 0.07217 3.77136 -0.46665  0.24
H 1.74455 -1.00915 0.80293  0.42
H -0.33124 -2.76773 1.19592  0.35
H -2.77632 -2.11611 -0.15496  0.47
H -2.68586 -2.69056 1.58957  0.49
H -2.19752 -3.72165 0.09431  0.49
H 1.30416 3.79285 -2.44652  0.55

Cartesian forces, eV/Å:
C 4.10 -0.01 0.03
C -0.11 1.89 -0.55
N -1.69 0.14 0.34
N 1.32 -2.47 0.70
N 3.27 0.60 0.44
N -2.39 -1.57 0.64
O 0.11 -0.43 -0.01
H -1.81 -0.67 0.31
H 0.33 -0.13 -0.41
H -1.64 1.87 -0.57
H -1.36 0.39 -0.64
H 0.14 -0.82 1.24
H 0.67 -0.45 -2.94
H -0.65 1.55 1.28
H -0.28 0.11 0.14

As for the energy relative to the best compared isomer or geometry (same formula, charge and spin): 5.198 eV. The HOMO energy (spin up / spin down) comes out at -0.680 / -0.687 hartree. As for the spin multiplicity: 1. The HOMO-LUMO gap (spin up / spin down) comes out at 8.8 / 7.6 eV. The total charge is +2. The calculation puts the LUMO energy (spin up / spin down) at -9.7 / -11.1 eV.

***

The molecule C2H8N4S in a non-equilibrium geometry, computed with wB97M-V/def2-TZVPD.

Each line ends with the natural charge from an NBO analysis.
Atoms and positions in Å:
C 2.28144 -0.52775 -0.30737  -0.42
C -0.04302 -0.05693 0.26944  0.54
H 2.43953 0.40978 0.30200  0.23
H 3.04643 -1.25442 0.00990  0.20
H 2.35703 -0.36477 -1.38295  0.19
H 0.76133 -1.90318 -0.22411  0.39
H -1.00895 -1.50417 1.16041  0.38
H -3.52122 -0.15609 0.34916  0.11
H -1.57079 1.81060 -0.83415  0.35
H -0.84798 2.88269 0.10793  0.35
N 0.95699 -0.99095 0.10839  -0.63
N -1.25967 -0.65578 0.72568  -0.77
N 0.14075 1.19206 0.00247  -0.39
N -1.12335 1.93147 0.05296  -0.68
S -2.60851 -0.81254 -0.33976  0.16

Cartesian forces, eV/Å:
C 0.07 0.72 1.58
C -0.98 0.28 -0.84
H 0.18 -0.84 -1.14
H -0.35 0.15 -0.17
H -0.02 0.32 0.06
H -0.85 -0.53 -0.08
H -0.14 -1.18 0.51
H -0.26 0.48 0.48
H -0.24 -0.14 -0.56
H 0.26 0.91 0.02
N 1.49 0.87 0.41
N 0.00 1.16 -0.89
N -1.05 -0.72 -0.25
N 0.93 -0.98 1.05
S 0.97 -0.50 -0.18

As for the energy relative to the best compared isomer or geometry (same formula, charge and spin): 0.556 eV. The HOMO energy comes out at -0.297 hartree. As for the spin multiplicity: 1. The HOMO-LUMO gap comes out at 8.9 eV. The total charge is 0. The calculation puts the LUMO energy at 0.8 eV. As for the SMILES: CN/C(=N/N)NS.

***

A cluster of 2 separate species, C2H8N5 in total in a non-equilibrium geometry, computed with wB97M-V/def2-TZVPD.

Each line ends with the natural charge from an NBO analysis.
Atoms and positions in Å:
C -1.85030 -0.63744 -0.12509  0.32
C -1.19021 -1.93297 -0.36682  -0.67
N -3.20216 -0.56755 0.15636  -0.23
N -3.36764 0.71061 0.34209  0.03
N -1.23861 0.49465 0.03892  -0.39
N -2.26031 1.30971 0.30055  -0.15
N 1.60489 1.15695 -0.26289  -0.93
H -0.95456 -2.38463 0.52959  0.25
H -0.30982 -1.89372 -1.01620  0.22
H -2.02863 -2.57410 -0.87990  0.27
H 0.53924 0.85050 -0.18077  0.47
H -2.29021 2.33633 0.15016  0.43
H 1.58895 1.04798 -1.28927  0.45
H 2.05031 0.33827 0.16410  0.46
H 1.69517 2.08598 0.13713  0.46

Cartesian forces, eV/Å:
C -0.53 -1.94 1.10
C -2.25 -0.54 -3.10
N 1.73 1.24 -0.80
N -3.12 -0.85 0.53
N 1.05 1.01 -1.00
N 0.85 2.22 -0.27
N -3.30 -2.30 -1.01
H 0.56 -1.10 1.97
H -0.25 0.10 0.08
H 1.85 0.93 0.89
H 0.49 0.80 0.77
H 0.47 -1.05 0.50
H 1.15 0.79 0.31
H 0.69 0.82 0.16
H 0.60 -0.11 -0.11

As for the energy relative to the best compared isomer or geometry (same formula, charge and spin): 2.038 eV. The HOMO energy comes out at -0.537 hartree. As for the spin multiplicity: 1. The HOMO-LUMO gap comes out at 10.6 eV. The total charge is +1. The calculation puts the LUMO energy at -4.0 eV.

***

Number 2 is which compound?
C2H8N4S

***

Look up the energy relative to the best compared isomer or geometry (same formula, charge and spin) of the second one.
0.556 eV